1.
The molecule C17H18ClN3O3. Source: OMol25; level of theory: wB97M-V/def2-TZVPD.

Summary:
Energy relative to the best compared isomer or geometry (same formula, charge and spin) ... 4.590 eV
2S+1 ... 1
E_HOMO ... -7.50 eV
Gap between HOMO and LUMO ... 7.1 eV

Element x y z (Å)
C1 7.0557 0.1979 -0.6694
H1 7.1827 0.9255 0.1392
O1 6.1263 -0.7992 -0.3271
C2 4.8416 -0.4227 -0.0580
C3 3.9622 -1.4439 0.2937
C4 2.6387 -1.1791 0.5738
C5 2.1379 0.1246 0.5223
C6 3.0333 1.1413 0.1893
C7 4.3583 0.8792 -0.1043
H2 5.0044 1.7054 -0.3560
H3 2.7008 2.1682 0.1768
N1 0.8209 0.4529 0.8586
C8 0.0724 1.3351 -0.0089
H4 -0.6458 1.8904 0.6040
C9 -0.6729 0.5121 -1.0779
N2 -1.5476 -0.4739 -0.4833
C10 -2.8857 -0.2479 -0.3302
C11 -3.4227 1.0558 -0.3716
C12 -4.7651 1.3017 -0.2295
C13 -5.6457 0.2397 -0.0421
C14 -5.1635 -1.0673 -0.0434
C15 -3.8189 -1.3052 -0.1989
Cl1 -3.3365 -2.9669 -0.3477
H5 -5.8621 -1.8847 0.0506
N3 -7.0394 0.4810 0.1265
O2 -7.7648 -0.4770 0.3198
O3 -7.4254 1.6346 0.0690
H6 -5.1523 2.3087 -0.2410
H7 -2.7580 1.8957 -0.4885
C16 -0.8056 -1.3685 0.3815
H8 -0.0948 -1.9341 -0.2290
C17 -0.0537 -0.5351 1.4405
H9 -0.7975 0.0020 2.0424
H10 0.5125 -1.1856 2.1058
H11 -1.4728 -2.0605 0.8875
H12 0.0758 -0.0345 -1.6644
H13 -1.2338 1.1537 -1.7562
H14 0.7367 2.0436 -0.4994
H15 2.0010 -2.0092 0.8330
H16 4.3390 -2.4536 0.3352
H17 7.9981 -0.3216 -0.8357
H18 6.7660 0.7217 -1.5867



2.
An isolated ion of composition C5H8NO and charge +1. Source: OMol25; level of theory: wB97M-V/def2-TZVPD.

Summary:
Energy relative to the best compared isomer or geometry (same formula, charge and spin) ... 2.863 eV
Net charge ... +1
2S+1 ... 1
E_HOMO ... -13.91 eV
Gap between HOMO and LUMO ... 8.1 eV

Element x y z (Å)
C1 0.8100 1.3036 -0.0930
C2 -1.1233 -0.5549 -0.3759
C3 0.2243 -1.0189 0.1659
C4 -1.4689 0.8129 0.1881
C5 2.5801 -0.1946 -0.0256
N1 1.2460 0.0314 0.0020
O1 -0.3792 1.7293 0.0079
H1 1.5852 2.0599 -0.2434
H2 -1.0904 -0.5060 -1.4671
H3 -1.8932 -1.2743 -0.0991
H4 0.1518 -1.2685 1.2279
H5 0.5619 -1.9065 -0.3742
H6 -2.3251 1.2702 -0.3155
H7 -1.6824 0.7724 1.2629
H8 2.8031 -1.2560 0.1391



3.
C52H47AsNO6PPbSe as an isolated structure. Source: OMol25; level of theory: wB97M-V/def2-TZVPD.

Summary:
Energy relative to the best compared isomer or geometry (same formula, charge and spin) ... 2.033 eV
2S+1 ... 1
E_HOMO (spin up / spin down) ... -6.63 / -7.83 eV
Gap between HOMO and LUMO (spin up / spin down) ... 5.2 / 7.4 eV

Element x y z (Å)
Pb1 -0.5734 -1.4050 -0.8333
O1 -3.3800 -1.2297 -0.2431
C1 -3.9959 -2.0436 -1.2402
C2 -3.3333 -3.4106 -1.2337
N1 -1.9430 -3.4158 -1.7324
C3 -1.2402 -4.6385 -1.3309
C4 0.2706 -4.4697 -1.5169
O2 0.9290 -5.3796 -1.9917
O3 0.7313 -3.3298 -1.1070
C5 -1.8900 -3.2585 -3.1967
C6 -1.9272 -1.7980 -3.6848
O4 -2.5944 -1.5347 -4.6710
O5 -1.2043 -0.9627 -3.0043
H1 -3.4462 -0.2992 -0.5095
H2 -5.0549 -2.1697 -1.0031
H3 -3.9139 -1.5811 -2.2267
H4 -3.3170 -3.7607 -0.1992
H5 -3.9496 -4.0951 -1.8289
H6 -1.4098 -4.8111 -0.2652
H7 -1.5750 -5.5140 -1.8928
H8 -0.9360 -3.6565 -3.5509
H9 -2.6986 -3.8093 -3.6823
O6 -0.0895 1.7196 -0.4081
C7 1.0411 1.6360 -0.6850
C8 2.2930 1.6957 -1.2432
C9 2.8829 2.9963 -1.3287
C10 4.1816 3.1325 -1.7401
C11 4.9441 2.0068 -2.0697
C12 4.3736 0.7411 -1.9915
C13 3.0676 0.5381 -1.5780
P1 2.2455 -1.1222 -1.5326
C14 3.4710 -2.1648 -0.6473
C15 4.7109 -2.5016 -1.1861
C16 5.5932 -3.3047 -0.4756
C17 5.2411 -3.7973 0.7723
C18 3.9973 -3.4918 1.3062
C19 3.1213 -2.6838 0.5982
C20 2.4155 -1.6187 -3.2817
C21 2.6642 -2.9474 -3.6255
C22 2.7653 -3.3063 -4.9633
C23 2.6062 -2.3518 -5.9582
C24 2.3215 -1.0363 -5.6181
C25 2.2213 -0.6688 -4.2852
H10 2.2844 3.8640 -1.0780
H11 4.6124 4.1234 -1.8108
H12 5.9702 2.1179 -2.3953
H13 4.9728 -0.1131 -2.2680
H14 4.9840 -2.1725 -2.1791
H15 6.5525 -3.5609 -0.9082
H16 5.9263 -4.4352 1.3169
H17 3.7008 -3.8957 2.2671
H18 2.1346 -2.4868 0.9952
H19 2.7502 -3.7035 -2.8558
H20 2.9601 -4.3400 -5.2227
H21 2.6918 -2.6353 -7.0003
H22 2.1695 -0.2947 -6.3926
H23 1.9869 0.3566 -4.0242
C26 -4.6081 6.7071 1.3145
C27 -3.9892 5.5391 0.5928
C28 -4.6658 4.3333 0.4545
C29 -4.1267 3.2621 -0.2488
C30 -4.9403 1.9975 -0.3629
C31 -2.8538 3.3972 -0.8331
Se1 -2.1563 1.9812 -1.9117
C32 -2.1472 4.6053 -0.6906
C33 -0.7653 4.8159 -1.2566
C34 -2.7289 5.6496 0.0201
H24 -5.5675 6.4370 1.7553
H25 -4.7732 7.5359 0.6225
H26 -3.9520 7.0703 2.1081
H27 -5.6524 4.2251 0.8954
H28 -5.9788 2.1907 -0.0918
H29 -4.5478 1.2372 0.3170
H30 -4.9227 1.6040 -1.3780
H31 -0.5618 4.1213 -2.0702
H32 -0.0122 4.6579 -0.4776
H33 -0.6569 5.8348 -1.6294
H34 -2.1818 6.5831 0.1215
C35 0.1433 -3.0090 6.6014
C36 1.1896 -2.2054 6.1724
C37 1.1285 -1.5769 4.9343
C38 0.0123 -1.7442 4.1239
C39 -1.0300 -2.5624 4.5524
C40 -0.9708 -3.1849 5.7902
As1 -0.1315 -0.9793 2.3237
C41 1.2039 0.4374 2.4102
C42 2.5809 0.3168 2.2644
C43 3.3788 1.4540 2.2494
C44 2.7959 2.7091 2.3661
C45 1.4213 2.8362 2.5109
C46 0.6151 1.7030 2.5380
C47 -0.8543 1.6951 2.6628
C48 -1.6670 2.8172 2.7809
C49 -3.0410 2.6682 2.8987
C50 -3.6131 1.4010 2.8943
C51 -2.8109 0.2756 2.7556
C52 -1.4364 0.4233 2.6487
H35 0.1966 -3.5020 7.5640
H36 2.0587 -2.0623 6.8032
H37 1.9494 -0.9521 4.6038
H38 -1.8917 -2.7152 3.9107
H39 -1.7903 -3.8109 6.1215
H40 3.0376 -0.6567 2.1531
H41 4.4520 1.3605 2.1372
H42 3.4189 3.5953 2.3426
H43 0.9780 3.8218 2.5980
H44 -1.2344 3.8113 2.7799
H45 -3.6694 3.5455 2.9908
H46 -4.6871 1.2926 2.9876
H47 -3.2579 -0.7104 2.7193



4.
C46H33Cl2IN7O4Ta as an isolated structure. Source: OMol25; level of theory: wB97M-V/def2-TZVPD.

Summary:
Energy relative to the best compared isomer or geometry (same formula, charge and spin) ... 1.686 eV
Net charge ... +2
2S+1 ... 1
E_HOMO ... -12.12 eV
Gap between HOMO and LUMO ... 4.9 eV

Element x y z (Å)
Ta1 -0.0610 -0.4627 -0.8837
C1 -3.8485 -5.1932 0.5101
C2 -3.6949 -4.3332 -0.4953
C3 -2.6098 -3.2975 -0.5077
C4 -1.5744 -3.4153 0.5755
C5 -1.8636 -4.3269 1.6675
C6 -2.9366 -5.1375 1.6329
N1 -0.5448 -2.6251 0.5138
C7 0.5417 -2.8783 1.3914
C8 1.0474 -4.1332 1.7166
C9 2.1615 -4.2308 2.5320
C10 2.8043 -3.0953 3.0228
C11 2.3529 -1.8396 2.6644
C12 1.2376 -1.7622 1.8399
N2 0.7805 -0.5398 1.2917
N3 0.9763 0.4653 2.0048
C13 0.5348 1.6561 1.4321
C14 0.6659 2.8175 2.1665
C15 0.2375 4.0006 1.5761
C16 -0.2390 3.9464 0.2820
C17 -0.3033 2.7293 -0.3900
N4 0.0290 1.5747 0.1890
H1 -4.6607 -5.9053 0.5241
H2 -4.3865 -4.3092 -1.3268
H3 -3.1312 -2.3517 -0.3140
H4 -1.2343 -4.3084 2.5421
H5 -3.1441 -5.7653 2.4893
H6 0.6001 -5.0258 1.3046
H7 2.5544 -5.2086 2.7703
H8 3.6797 -3.1951 3.6486
H9 2.8708 -0.9420 2.9692
H10 1.0892 2.7755 3.1584
H11 0.3023 4.9373 2.1109
H12 -0.5525 4.8353 -0.2438
H13 -0.6274 2.6986 -1.4191
O1 -3.0383 1.9408 -2.2635
C18 -2.5141 1.0588 -1.6540
O2 -1.2599 0.6717 -1.8719
C19 -3.1305 0.3198 -0.5035
C20 -4.5271 0.2978 -0.4086
C21 -5.0840 -0.3536 0.6545
C22 -4.2388 -0.8520 1.6660
C23 -4.7817 -1.4210 2.8449
C24 -3.9713 -1.7800 3.8790
C25 -2.5823 -1.5679 3.7730
C26 -2.0281 -1.0616 2.6317
C27 -2.8319 -0.7184 1.5235
N5 -2.2836 -0.2179 0.3563
H14 -5.1071 0.7778 -1.1828
H15 -6.1566 -0.4490 0.7585
H16 -5.8550 -1.5293 2.9152
H17 -4.3869 -2.1944 4.7858
H18 -1.9441 -1.7992 4.6145
H19 -0.9711 -0.8968 2.5980
I1 1.7922 -2.4790 -1.4479
C28 -1.9999 -3.1371 -1.8858
C29 -2.0188 -4.1733 -2.7931
C30 -1.7551 -3.9100 -4.1314
C31 -1.5923 -2.5940 -4.5120
C32 -1.5226 -1.6219 -3.5297
N6 -1.6233 -1.8766 -2.2120
H20 -2.2942 -5.1647 -2.4641
H21 -1.7428 -4.7093 -4.8588
H22 -1.4853 -2.3073 -5.5470
H23 -1.3565 -0.5917 -3.8096
Cl1 1.4814 4.8197 -2.2877
C33 0.0321 4.6326 -3.2334
C34 -0.9473 5.6064 -3.1179
C35 -2.1521 5.4652 -3.7875
C36 -2.3747 4.3426 -4.5695
C37 -1.3790 3.3975 -4.6978
Cl2 -1.6871 1.9889 -5.6755
C38 -0.1364 3.5086 -4.0567
N7 0.8146 2.5093 -4.1947
C39 2.1639 2.7847 -4.5275
C40 2.5339 3.9641 -5.1671
C41 3.8633 4.2158 -5.4435
C42 4.8362 3.2886 -5.0946
C43 4.4654 2.1032 -4.4833
C44 3.1333 1.8349 -4.1938
C45 2.7754 0.4779 -3.6318
C46 1.6001 0.3432 -2.7187
O3 0.5901 -0.3234 -3.0349
O4 1.5971 0.6799 -1.4650
H24 -0.7504 6.4731 -2.5037
H25 -2.9142 6.2247 -3.6997
H26 -3.3098 4.1974 -5.0891
H27 0.4356 1.7133 -4.6923
H28 1.7736 4.6843 -5.4403
H29 4.1394 5.1375 -5.9356
H30 5.8773 3.4849 -5.3038
H31 5.2193 1.3712 -4.2253
H32 3.6250 0.1013 -3.0555
H33 2.5915 -0.2382 -4.4378



Q: 2S+1 of number 2 (C5H8NO)?
A: 1